A structure of composition C41H31Cl2I2N3O3TeTl, computed with the ωB97M-V functional and the def2-TZVPD basis.

Values from the calculation:
Charge   -2
Energy   -3927.33350 a.u.
Multiplicity   2
<S²>   0.758
LUMO energy (alpha / beta)   0.1295 / 0.1295 Eh

Each line ends with the Mulliken spin population.
Element x y z (Å)
C: 2.161 3.721 -2.987  0.00
C: -4.211 2.209 -4.147  -0.01
C: -8.300 2.942 3.276  0.00
H: -3.103 3.498 3.344  0.00
N: 0.945 -2.511 0.102  0.00
C: -0.009 -4.652 0.717  0.00
C: -5.961 0.099 -0.129  0.05
H: 1.285 -5.911 1.906  0.00
I: 4.161 3.534 4.207  0.00
C: 1.188 -4.961 1.397  0.00
C: 1.562 1.631 3.169  0.00
H: -4.528 3.683 -0.622  0.00
C: 3.735 2.578 2.357  0.00
H: 1.057 4.435 0.633  0.00
C: 2.210 -4.046 1.411  0.00
H: 1.667 2.110 4.134  0.00
H: -0.303 0.702 3.636  -0.01
C: 2.462 4.919 -0.928  0.00
C: -3.751 2.066 -1.786  0.09
C: -5.877 3.282 2.716  0.01
C: 2.061 -2.846 0.707  0.00
C: 0.478 0.844 2.902  0.01
H: -0.452 -0.432 1.414  0.00
C: 1.074 3.056 -2.443  0.01
C: 2.352 1.169 0.936  0.00
C: 0.376 0.227 1.651  0.03
H: 3.007 5.647 -0.338  0.00
H: -3.309 -0.288 -4.182  0.00
C: -1.348 -2.857 -0.429  0.02
H: 3.703 5.177 -2.661  0.00
H: -6.959 -0.344 -0.138  0.00
O: 3.152 0.713 -1.267  0.00
C: -0.530 2.645 -0.534  -0.05
C: -0.104 -3.351 0.141  0.00
C: -3.476 3.783 2.355  0.03
H: -4.137 1.782 -5.141  0.00
C: -2.370 -3.827 -0.541  -0.01
C: -4.694 1.955 1.066  0.30
C: -2.254 -5.127 -0.066  0.00
H: -7.949 0.988 1.400  0.00
H: 0.520 2.334 -3.028  0.00
C: 4.439 2.091 0.135  0.00
C: -5.887 1.235 0.860  -0.10
H: 5.554 3.303 1.505  0.00
C: -4.706 2.977 2.022  -0.11
H: -5.515 4.874 -2.536  0.00
C: -7.039 1.555 1.576  0.01
C: 4.658 2.718 1.349  0.00
H: -2.805 -0.356 -2.470  0.01
H: 2.479 3.508 -4.000  0.00
O: -1.484 -1.654 -0.788  0.00
C: -1.105 -5.522 0.576  0.00
C: 1.379 4.249 -0.383  0.00
C: 3.310 1.293 -0.166  0.00
N: 1.271 0.395 0.708  0.00
H: 3.126 -4.251 1.951  0.00
H: -5.864 4.091 3.444  0.00
H: -9.081 2.195 3.131  0.00
C: -7.055 2.584 2.506  -0.02
H: -1.830 0.516 -3.627  0.00
I: 5.831 2.310 -1.431  0.00
O: -0.984 3.152 0.538  0.06
H: -8.690 3.910 2.949  0.00
Cl: -3.863 -3.343 -1.296  0.00
H: -3.708 4.851 2.381  0.00
H: -5.723 0.445 -1.136  0.00
C: -4.892 3.402 -3.967  0.01
C: 2.561 1.815 2.189  0.00
H: -5.331 3.914 -4.816  0.00
C: 0.673 3.317 -1.137  0.03
Cl: -1.015 -7.153 1.214  0.00
H: -3.070 -5.823 -0.203  0.00
N: -1.045 1.614 -1.172  0.26
H: -8.081 3.018 4.343  0.00
C: 2.854 4.658 -2.234  0.00
H: -5.239 -0.676 0.124  -0.01
C: -4.997 3.935 -2.692  -0.01
Te: -2.818 1.105 -0.106  0.41
C: -4.436 3.266 -1.616  -0.01
C: -3.621 1.532 -3.081  -0.02
C: -2.860 0.270 -3.357  0.01
Tl: 0.705 -0.413 -1.725  0.01
H: -2.685 3.604 1.634  0.01
H: 2.868 -2.123 0.650  0.00

***

A cluster of 2 separate species, C7H14N5O2 in total at a distorted geometry, computed with the ωB97M-V functional and the def2-TZVPD basis.

Values from the calculation:
Charge   +1
Energy   -698.81977 a.u.
Multiplicity   1
LUMO energy (alpha / beta)   -0.1478 / -0.2085 Eh

Each line ends with the Löwdin charge.
Element x y z (Å)
H: -1.653 2.950 -2.609  0.08
N: 0.917 -0.422 -2.017  0.18
N: -1.223 -1.186 -2.221  0.11
O: -2.166 -1.626 -1.442  -0.02
C: -0.175 -0.938 -1.513  -0.38
C: -0.509 -1.319 -0.138  -0.22
C: 1.425 -2.840 1.433  0.04
H: 1.965 0.360 2.332  0.05
H: -2.149 2.024 0.448  0.17
N: 0.374 1.748 0.771  0.09
N: -1.743 -1.660 -0.156  0.15
H: 3.228 -0.821 1.941  0.15
C: -1.536 2.639 -0.386  -0.11
H: 1.547 0.083 -1.454  0.09
O: -0.095 2.069 -0.398  -0.16
C: 0.373 -0.823 0.844  0.09
C: 2.210 -0.653 2.433  0.04
H: -1.460 3.665 -0.220  0.09
H: -0.226 1.823 1.589  0.07
N: 1.325 -1.370 1.456  -0.12
H: 0.562 -3.348 1.565  0.08
H: -3.038 3.132 -1.779  0.05
H: 1.984 -1.029 3.420  0.11
H: -2.573 1.466 -2.038  0.09
H: 1.895 -3.168 0.616  0.07
H: 2.059 -3.060 2.333  0.13
C: -2.212 2.506 -1.799  -0.05
H: 0.894 -0.203 -3.011  0.14

***

A structure of composition C14H25N3O8P2S at a distorted geometry, computed with the ωB97M-V functional and the def2-TZVPD basis.

Values from the calculation:
Energy   -2395.33124 a.u.
Multiplicity   1
LUMO energy   -0.0890 Eh

Each line ends with the Löwdin charge.
Element x y z (Å)
O: 1.731 -2.352 3.242  -0.28
O: 2.332 -1.112 1.291  -0.32
H: 0.537 -0.455 2.084  0.09
P: 2.884 -2.381 2.269  0.71
H: 1.587 -4.762 2.283  0.09
C: 2.613 2.133 0.336  -0.13
C: -4.954 1.098 -0.914  -0.03
O: 2.849 5.108 -2.655  -0.30
C: -3.499 1.094 -1.361  -0.05
C: -2.619 0.043 -0.877  -0.02
H: -1.544 0.069 -1.201  0.10
H: -5.665 1.901 -1.252  0.11
S: -3.543 -2.967 1.481  0.96
C: 4.814 -4.268 2.603  -0.13
H: -7.394 -0.924 0.364  0.11
C: -6.846 0.571 1.983  -0.23
C: -3.128 -1.053 0.024  -0.30
C: 2.863 5.114 -4.072  -0.13
O: 2.615 -3.422 1.034  -0.28
H: 2.556 -5.469 0.970  0.08
H: 1.951 2.113 1.207  0.09
H: 4.548 1.771 -3.484  0.09
H: 3.338 4.211 -4.464  0.09
C: -6.916 0.095 0.458  -0.13
C: -4.567 -1.077 0.489  -0.30
O: 1.349 3.269 -2.937  -0.29
H: 2.986 1.257 -2.802  0.09
N: -6.328 1.694 2.316  0.07
P: 2.315 3.709 -1.862  0.70
O: 3.799 3.048 -2.067  -0.28
O: 1.837 2.446 -0.823  -0.25
H: 4.548 -5.322 2.480  0.09
H: -6.008 2.200 1.475  0.04
H: 5.657 -4.212 3.298  0.09
H: 5.116 -3.854 1.643  0.08
H: 3.442 5.983 -4.393  0.09
C: -5.412 0.046 -0.033  -0.17
C: 0.930 -0.912 1.176  -0.13
H: 0.754 -0.221 0.346  0.08
C: 1.907 -4.635 1.248  -0.11
H: 3.040 1.134 0.216  0.07
C: 3.942 1.731 -2.578  -0.11
H: -7.493 0.842 -0.163  0.11
H: 1.033 -4.650 0.595  0.09
H: 4.474 1.128 -1.838  0.08
H: 0.415 -1.851 0.963  0.07
H: -7.213 -0.096 2.804  0.11
H: 1.851 5.215 -4.463  0.08
N: -2.445 -2.144 0.546  -0.25
H: 3.410 2.854 0.512  0.09
N: -4.987 -2.092 1.354  -0.20
O: 3.702 -3.577 3.170  -0.24
H: -3.163 1.932 -2.018  0.10